No. 1
C33H57N3O5SiSr | ωB97M-V/def2-TZVPD

Element x y z (Å)
O 1.0171 -2.1704 -3.7208
O 0.7113 -1.6393 -5.9512
C 2.3865 -2.3944 -3.1611
C 2.4011 -2.4037 -1.6513
H 2.9948 -1.5702 -3.5486
H 2.7409 -3.3363 -3.5915
H 1.8139 -1.5906 -1.2063
H 3.4342 -2.3098 -1.2920
H 2.0477 -3.3609 -1.2587
C -0.0818 -2.9594 -3.1259
C -0.3125 -4.2447 -3.8590
H -0.9563 -2.3065 -3.1584
H 0.1382 -3.1209 -2.0678
H -0.5064 -4.0814 -4.9258
H -1.1869 -4.7384 -3.4175
H 0.5449 -4.9134 -3.7340
C -0.2189 -0.5181 -5.9336
C 1.9542 -1.3127 -6.6376
C -1.5142 -0.9479 -5.2960
H -0.3797 -0.2169 -6.9841
H 0.2627 0.3163 -5.3895
H -1.7089 -2.0188 -5.4550
H -2.3404 -0.3694 -5.7311
H -1.4864 -0.7127 -4.2237
C 2.2915 -2.4534 -7.5606
H 2.7333 -1.1374 -5.8791
H 1.7999 -0.3814 -7.2025
H 2.5167 -3.3620 -6.9910
H 3.1716 -2.1898 -8.1473
H 1.4579 -2.6551 -8.2472
H 0.8913 -2.0121 -4.8535
N -0.7981 -0.8170 1.2675
C -1.4505 -0.0526 2.1915
C -1.8639 1.2729 2.0350
C -2.3264 2.0326 0.9025
C -1.6576 -0.7465 3.4950
H -0.7024 -1.0316 3.9576
H -2.2649 -1.6551 3.3743
H -2.1817 -0.0761 4.1827
C -3.6690 2.7169 0.9999
H -4.3311 2.4014 0.1812
H -3.5491 3.8105 0.9427
H -4.1386 2.4616 1.9554
N -1.5810 2.2660 -0.1597
C -0.4668 -2.2065 1.4522
C 0.8003 -2.5299 1.9504
C 1.6564 -1.5132 2.6400
C 1.2496 -3.8401 1.7934
H 2.2422 -4.0952 2.1684
C 0.4342 -4.8000 1.1886
H 0.8050 -5.8202 1.0684
C -0.8441 -4.4678 0.7612
H -1.5097 -5.2222 0.3171
C -1.3293 -3.1702 0.9044
C -2.7095 -2.7802 0.4772
C -2.0416 2.6910 -1.4094
C -1.7528 4.0098 -1.8401
C -1.2484 5.0340 -0.8724
C -1.9844 4.3501 -3.1736
H -1.7323 5.3573 -3.5132
C -2.5328 3.4205 -4.0603
H -2.6957 3.6959 -5.1050
C -2.9011 2.1522 -3.6148
H -3.3727 1.4377 -4.2931
C -2.6757 1.7727 -2.2931
C -3.0512 0.4139 -1.7939
Sr 0.8957 1.7635 0.4841
H 2.7159 -1.7683 2.5095
H 1.4548 -1.4874 3.7214
H 1.5169 -0.4913 2.2595
H -2.7016 -1.9457 -0.2346
H -3.3304 -2.4884 1.3354
H -3.1928 -3.6300 -0.0173
H -0.7478 5.8401 -1.4212
H -0.5389 4.6383 -0.1351
H -2.0784 5.4881 -0.3099
H -3.8760 0.4531 -1.0646
H -2.2025 -0.0808 -1.3004
H -3.3823 -0.2187 -2.6274
H -2.0770 1.7626 2.9950
C 1.4216 1.8614 -1.7292
Si 2.6174 2.7728 -2.8101
H 0.3996 2.1507 -2.0833
H 1.4703 0.7672 -1.9307
C 4.0323 1.6775 -3.3729
C 3.2592 4.2661 -1.8654
C 1.6943 3.2875 -4.3549
H 2.0025 4.2803 -4.7066
H 0.6111 3.3178 -4.1790
H 1.8654 2.5741 -5.1738
H 4.8643 1.6861 -2.6615
H 4.4197 2.0094 -4.3437
H 3.6982 0.6383 -3.4848
H 3.6659 3.9543 -0.8910
H 2.4564 4.9922 -1.6695
H 4.0577 4.7831 -2.4154
O 1.1621 3.8447 1.8807
N 1.8643 3.2900 2.7843
O 2.1602 2.0694 2.5746
O -0.3538 -0.3098 0.1348

- Net charge: 0
- HOMO-LUMO gap: 5.97 eV
- LUMO energy: -0.10 eV

No. 2
C4H3NO2S | ωB97M-V/def2-TZVPD

Element x y z (Å)
C -1.4957 0.8585 -0.1696
C -0.3963 0.1540 -0.0757
C 1.8479 -0.3006 0.0537
C -0.5634 -1.3373 -0.0711
H -2.4027 0.3569 -0.1933
H -1.5898 1.9456 0.0122
H 1.1323 1.6275 0.1607
N 0.8803 0.5952 0.1396
O 3.0153 -0.0711 0.0263
O -1.5964 -1.8929 0.2221
S 1.1685 -1.9358 -0.1049

- Net charge: 0
- ΔE to the lowest compared entry with this formula, charge and spin: 54.5 kJ/mol
- HOMO-LUMO gap: 9.46 eV
- SMILES: C=C1NC(=O)SC1=O
- LUMO energy: -0.36 eV

No. 3
C28H42NNiO3SSi2 | ωB97M-V/def2-TZVPD

Element x y z (Å)
Ni -0.1870 -1.0170 -0.7294
C 2.3911 -1.3933 -2.4000
O 1.6063 -1.9315 -1.3357
C 2.3575 -2.8560 -0.5380
C 1.4382 -3.5754 0.4163
O 0.8059 -2.6658 1.2976
C 1.2979 -2.7435 2.6298
H 2.6130 -2.1746 -3.1291
H 3.3262 -0.9823 -2.0116
H 1.8149 -0.6034 -2.8743
H 3.1337 -2.3082 0.0091
H 2.8445 -3.5763 -1.2027
H 2.0215 -4.3166 0.9697
H 0.6630 -4.1083 -0.1354
H 1.1697 -3.7536 3.0274
H 0.7189 -2.0495 3.2324
H 2.3551 -2.4628 2.6845
C -1.0551 2.4519 -1.9764
Si -2.0506 0.8888 -2.2356
C -1.3822 -0.0201 -3.7424
C -3.8240 1.3320 -2.6564
C -2.0035 -0.2305 -0.7101
C -2.4821 -1.5685 -1.1199
C -3.7495 -2.1482 -1.1594
C -3.8714 -3.4392 -1.6379
C -2.7449 -4.1407 -2.0623
C -1.5165 -3.5241 -1.9669
N -1.4039 -2.2785 -1.5075
Si -2.7069 0.4011 0.9144
C -2.0313 2.0748 1.4199
C -2.2687 -0.8691 2.2271
C -4.5701 0.6252 0.8650
H -0.9521 2.9771 -2.9292
H -0.0539 2.2384 -1.5945
H -1.5449 3.1351 -1.2808
H -1.3185 0.6756 -4.5830
H -2.0530 -0.8305 -4.0377
H -0.3937 -0.4542 -3.5898
H -3.8595 1.8150 -3.6360
H -4.2751 2.0151 -1.9347
H -4.4517 0.4392 -2.7111
H -4.6149 -1.5859 -0.8383
H -4.8471 -3.9045 -1.6935
H -2.8221 -5.1408 -2.4626
H -0.6057 -4.0165 -2.2836
H -0.9470 2.0834 1.4805
H -2.4358 2.3306 2.4031
H -2.3348 2.8619 0.7283
H -1.1999 -1.0985 2.1929
H -2.8030 -1.8092 2.0719
H -2.5154 -0.5108 3.2294
H -4.8512 1.4176 0.1678
H -4.9190 0.9265 1.8563
H -5.1242 -0.2732 0.5876
O 0.7206 0.4341 0.1813
S 2.2306 0.5444 0.3705
C 2.6353 2.1936 -0.1345
C 3.7133 2.3530 -0.9910
C 4.0525 3.6324 -1.4126
C 3.3028 4.7176 -0.9879
C 2.2150 4.5400 -0.1369
C 1.8751 3.2731 0.3000
C 2.4748 0.6805 2.1320
C 1.4082 0.5123 2.9958
C 1.6376 0.6025 4.3631
C 2.9153 0.8471 4.8416
C 3.9787 1.0014 3.9587
C 3.7638 0.9147 2.5940
H 4.2822 1.4931 -1.3238
H 4.8935 3.7764 -2.0769
H 3.5630 5.7129 -1.3226
H 1.6347 5.3936 0.1863
H 1.0304 3.1193 0.9595
H 0.4234 0.3028 2.6041
H 0.8127 0.4789 5.0525
H 3.0880 0.9162 5.9072
H 4.9749 1.1902 4.3351
H 4.5863 1.0415 1.8993

- Net charge: +1
- HOMO-LUMO gap (spin up / spin down): 8.90 / 8.58 eV
- LUMO energy (spin up / spin down): -2.22 / -2.18 eV

No. 4
C5H7NO | ωB97M-V/def2-TZVPD

Element x y z (Å)
C 0.9435 -0.6549 1.4860
N 0.3375 -0.0435 0.3294
C 1.0248 0.5792 -0.7132
C 0.1055 1.0322 -1.5900
C -1.1921 0.5433 -1.2262
C -0.9773 -0.0369 0.0367
O -1.8007 -0.5321 0.9897
H 0.6650 -1.7118 1.5534
H 0.6364 -0.1419 2.3986
H 2.0250 -0.5795 1.3650
H 2.0984 0.5323 -0.7669
H 0.2314 1.4910 -2.5577
H -1.3836 -0.1338 -2.0427
H -2.7138 -0.3436 0.7378

- Net charge: 0
- ΔE to the lowest compared entry with this formula, charge and spin: 201.8 kJ/mol
- HOMO-LUMO gap: 8.39 eV
- SMILES: Cn1cccc1O
- LUMO energy: 0.77 eV

No. 5
C46H63AuFN3O3P | ωB97M-V/def2-TZVPD

Element x y z (Å)
Au 0.5379 0.6338 -1.3392
F -2.7530 -1.0390 4.4560
C -1.7016 -1.7171 3.9481
C -1.0028 -1.1303 2.9345
C 0.1532 -1.7303 2.4186
C 0.8643 -1.0714 1.3292
O 0.4017 -0.0131 0.8489
C 2.0407 -1.7612 0.9275
C 2.4310 -2.9247 1.5364
N 1.7446 -3.5210 2.5165
C 2.2033 -4.7777 3.0539
C 3.6613 -5.0011 3.3146
C 2.7230 -4.8227 4.4654
C 0.5863 -2.9445 2.9881
C -0.1691 -3.5428 4.0046
C -1.3305 -2.9608 4.5103
N -2.0779 -3.5682 5.4942
C -1.5020 -4.2705 6.6147
C -1.7330 -3.4657 7.9050
N -3.1836 -3.2078 8.0983
C -3.7624 -2.4991 6.9253
C -3.4934 -3.3484 5.6804
C 2.9980 -1.1703 -0.1770
O 4.1507 -1.3933 0.1084
O 2.4676 -0.5916 -1.1346
H -1.3274 -0.1771 2.5523
H 3.3373 -3.4174 1.2116
H 1.6165 -5.6138 2.6901
H 4.3642 -4.2091 3.1124
H 4.0516 -5.9849 3.1128
H 2.7709 -3.8921 5.0080
H 2.4751 -5.6755 5.0784
H 0.1547 -4.4913 4.3980
H -0.4288 -4.3998 6.4823
H -1.9576 -5.2650 6.7040
H -1.2217 -2.5037 7.8331
H -1.3415 -4.0112 8.7644
H -3.3334 -2.6632 8.9562
H -3.6737 -4.1056 8.2152
H -3.2867 -1.5205 6.8288
H -4.8344 -2.3552 7.0665
H -3.9379 -2.8814 4.8046
H -3.9737 -4.3280 5.8039
C 3.9246 2.4047 1.2565
C 4.1703 3.0937 -0.0892
C 4.5488 4.5641 0.1181
C 2.9731 2.9869 -0.9780
C 1.7209 3.4451 -0.5670
C 0.5925 3.3430 -1.3657
C -0.6674 4.0607 -0.9668
C -1.0131 3.8496 0.5097
C -0.5015 5.5647 -1.2368
C 0.6856 2.6262 -2.6118
C 1.9969 2.3164 -3.1058
C 3.0894 2.4649 -2.2661
C 2.2176 1.8968 -4.5315
C 3.2166 0.7403 -4.6331
C 2.7309 3.0792 -5.3662
C -0.4714 2.6438 -3.5513
C -0.5921 3.7759 -4.3605
C -1.6380 3.9102 -5.2556
C -2.5930 2.9120 -5.3594
C -2.4925 1.7798 -4.5717
C -1.4371 1.6337 -3.6709
P -1.3631 0.1451 -2.6270
C -0.9956 -1.3754 -3.6842
C 0.3993 -1.1376 -4.2572
C -1.9780 -1.5655 -4.8350
C -0.9652 -2.5882 -2.7554
C -2.9475 0.0115 -1.5948
C -2.6187 -0.8212 -0.3531
C -3.2772 1.4369 -1.1635
C -4.1409 -0.5937 -2.3264
H 4.8487 2.3975 1.8277
H 3.6047 1.3752 1.1048
H 3.1689 2.9239 1.8415
H 5.0118 2.5886 -0.5743
H 3.7392 5.1064 0.6020
H 4.7661 5.0462 -0.8321
H 5.4303 4.6251 0.7494
H 1.6354 3.9279 0.3929
H -1.4940 3.7015 -1.5865
H -0.3809 4.4562 1.1517
H -0.8951 2.8060 0.7988
H -2.0412 4.1548 0.6859
H 0.3492 5.9658 -0.6920
H -1.3964 6.0867 -0.9102
H -0.3579 5.7641 -2.2946
H 4.0670 2.1804 -2.6233
H 1.2521 1.5992 -4.9531
H 4.2384 1.1073 -4.6613
H 3.0439 0.1950 -5.5570
H 3.1185 0.0544 -3.7953
H 3.6383 3.4901 -4.9336
H 1.9898 3.8692 -5.4411
H 2.9558 2.7307 -6.3699
H 0.1448 4.5593 -4.2738
H -1.7093 4.7963 -5.8675
H -3.4173 3.0145 -6.0469
H -3.2407 1.0085 -4.6565
H 0.3984 -0.2814 -4.9287
H 0.7130 -2.0072 -4.8317
H 1.1293 -0.9784 -3.4632
H -1.9584 -0.7178 -5.5167
H -2.9963 -1.7345 -4.5005
H -1.6672 -2.4453 -5.3975
H -0.3595 -2.3786 -1.8710
H -0.5156 -3.4297 -3.2785
H -1.9636 -2.8898 -2.4489
H -1.7233 -0.4466 0.1394
H -2.4718 -1.8700 -0.5924
H -3.4478 -0.7531 0.3493
H -2.4372 1.8663 -0.6228
H -4.1409 1.4297 -0.5012
H -3.5229 2.0636 -2.0177
H -3.9690 -1.6273 -2.6155
H -4.4325 -0.0140 -3.1989
H -4.9866 -0.5861 -1.6397

- Net charge: +3
- HOMO-LUMO gap (spin up / spin down): 4.24 / 4.24 eV
- LUMO energy (spin up / spin down): -10.58 / -10.58 eV

No. 6
C3H4N4O | ωB97M-V/def2-TZVPD

Element x y z (Å)
C -2.5978 -0.7721 0.1430
C 0.2527 1.4599 0.1202
C 1.4089 -0.3892 0.0310
H -3.8356 -0.8199 -0.0784
H -2.0209 -1.6679 0.4008
H 0.1750 2.6519 0.1563
H 3.2120 -0.6142 -0.3207
N -1.9483 0.3820 -0.1585
N -0.6414 0.4751 -0.0534
N 1.5121 1.0235 0.0096
N 2.2847 -1.2331 0.0472
O -0.0454 -0.7343 -0.1047

- Net charge: 0
- ΔE to the lowest compared entry with this formula, charge and spin: 544.7 kJ/mol
- HOMO-LUMO gap: 8.53 eV
- SMILES: [H]/N=c1\ncn(N=C)o1
- LUMO energy: -0.21 eV

No. 7
C2H8OS2Si | ωB97M-V/def2-TZVPD

Element x y z (Å)
C -2.2314 -1.4901 0.4538
C -0.8648 1.4282 -0.1908
O 0.5582 -1.3225 0.0053
Si -0.7073 -0.4270 0.1239
S 2.2013 -1.6043 -0.3612
S 4.1930 1.2448 0.1616
H -2.2056 -1.9263 1.4448
H -3.1401 -0.8995 0.3701
H -2.2906 -2.3100 -0.2581
H 0.1068 1.8877 -0.3682
H -1.4868 1.6142 -1.0664
H -1.3294 1.9377 0.6507
H 3.4483 0.1247 0.0211
H 3.7484 1.7422 -0.9866

- Net charge: 0
- ΔE to the lowest compared entry with this formula, charge and spin: 250.7 kJ/mol
- HOMO-LUMO gap: 6.42 eV
- LUMO energy: -0.84 eV

No. 8
C25H32N2O3 | ωB97M-V/def2-TZVPD

Element x y z (Å)
O 2.2317 2.6369 4.1201
C 2.1257 1.3432 3.8714
N 2.9243 0.4047 4.4725
C 3.1007 -0.9531 4.2433
C 4.6806 -1.3978 4.6065
H 5.2818 -1.0748 3.9594
C 4.8205 -0.1885 5.9593
H 4.2829 -0.8674 6.8059
H 5.8707 -0.4009 6.1959
C 4.1745 0.9299 5.3758
C 5.0476 1.7425 4.8378
O 4.9016 3.0510 4.9232
H 4.0947 3.2779 4.4267
H 6.0735 1.6795 5.1457
H 5.2761 1.4149 3.5998
H 3.7549 1.6429 6.3297
H 4.6222 -2.2779 4.9309
H 2.3635 -1.3560 4.9408
H 2.7885 -1.2711 3.2141
C 1.0298 0.8368 3.2637
C 0.2057 -0.1382 3.7828
C -0.9796 -0.4544 3.1813
C -1.1086 -0.2455 1.7178
C -0.1246 0.7220 1.1869
C 0.9811 0.7976 1.8903
H 1.6638 1.7212 1.3457
H 0.0396 0.9551 -0.0706
O -2.1938 -0.8842 1.0510
C -2.2808 -0.3946 -0.3007
C -3.7898 -0.7461 -0.6906
C -4.1152 -0.7291 -2.1061
N -3.1082 -1.5985 -2.9291
C -1.8589 -1.1829 -2.7310
C -1.3166 -1.3570 -1.3166
H -0.3070 -1.1499 -1.1200
H -1.7947 -2.5169 -0.9237
H -1.5172 -0.2870 -3.0551
H -1.3412 -1.6087 -3.3043
C -3.6536 -1.7358 -4.2375
H -4.6774 -2.1871 -4.0488
C -3.8199 -0.3290 -5.2802
C -2.5380 0.3658 -5.2891
C -2.1375 1.5354 -4.9873
C -0.8797 2.1933 -5.3299
C 0.0429 1.3397 -5.8957
C -0.2725 0.1417 -6.6182
C -1.4414 -0.3938 -6.3180
H -1.6205 -1.3846 -6.7444
H 0.4927 -0.5303 -7.0017
H 0.9451 1.9234 -6.0420
H -0.8464 3.0359 -4.9648
H -2.9945 1.9446 -4.5196
H -4.5561 0.0777 -4.9096
H -4.2106 -0.7325 -6.2243
H -2.9891 -2.3145 -4.8321
H -4.0881 0.5632 -2.3441
H -5.0079 -0.9133 -2.3760
H -4.3903 -0.1220 0.0241
H -4.0577 -1.8905 -0.3468
H -2.3107 0.7886 -0.6627
H -1.6089 -1.2259 3.3294
H 0.1203 -0.2259 4.7889

- Net charge: 0
- ΔE to the lowest compared entry with this formula, charge and spin: 2059.8 kJ/mol
- HOMO-LUMO gap: 8.65 eV
- SMILES: O=C(c1ccc(OC2CCN(CCc3ccccc3)CC2)cc1)N1CCC[C@H]1CO
- LUMO energy: 0.47 eV

No. 9
CH3Br2ClSi | ωB97M-V/def2-TZVPD

Element x y z (Å)
C 0.3918 -0.4452 -0.4717
Si -0.0308 0.9485 0.7219
Cl 2.1734 -0.7601 -0.1709
Br -3.4542 -1.2077 -0.3497
Br 0.4975 2.9908 0.0211
H 0.3394 -0.4076 -1.6211
H 0.0462 -1.4042 -0.1765
H 0.0367 0.2855 2.0468

- Net charge: 0
- ΔE to the lowest compared entry with this formula, charge and spin: 580.0 kJ/mol
- HOMO-LUMO gap (spin up / spin down): 7.90 / 4.48 eV
- LUMO energy (spin up / spin down): -1.96 / -3.41 eV

No. 10
C23H31ClF2N6O2S | ωB97M-V/def2-TZVPD

Element x y z (Å)
C -3.5714 -3.4375 1.0798
C -2.2071 -3.1841 1.6759
F -2.0160 -4.0912 2.7364
C -2.0449 -1.7831 2.2726
N -0.7673 -1.1114 1.8933
Cl -0.4914 0.2145 2.9725
S -0.7226 -0.5811 0.2984
O -1.7242 -1.2545 -0.4363
O -0.5340 0.8120 0.1774
F 0.6370 -1.2381 -0.0786
H -3.6491 -2.9397 0.1169
H -4.3500 -3.0347 1.7287
H -3.7262 -4.5054 0.9499
H -1.4105 -3.3982 0.9651
H -2.9093 -1.1459 2.0801
H -1.9671 -1.9168 3.3483
N 2.7465 1.3099 -0.7342
C 2.9410 2.5163 -1.3464
C 4.2826 2.7878 -1.3266
C 4.9222 1.6983 -0.6735
C 3.9472 0.8034 -0.3206
H 1.8541 0.8708 -0.6071
H 2.1097 3.0740 -1.7425
H 4.7530 3.6672 -1.7328
H 5.9764 1.5860 -0.4850
H 4.0074 -0.1445 0.1861
N -0.4226 4.2961 -3.1920
C -1.2729 5.3413 -3.4281
C -1.0475 5.7831 -4.7042
C -0.0193 4.9725 -5.2593
C 0.3451 4.0650 -4.3016
H -0.3714 3.7792 -2.3338
H -1.9611 5.6808 -2.6730
H -1.5563 6.6010 -5.1860
H 0.4025 5.0480 -6.2472
H 1.0796 3.2778 -4.3153
N -5.2646 7.9531 -5.6257
C -5.7426 9.2075 -5.3619
C -5.1236 9.6613 -4.2286
C -4.2366 8.6388 -3.7921
C -4.3470 7.5985 -4.6754
H -5.5442 7.3791 -6.3985
H -6.4762 9.6690 -5.9999
H -5.2861 10.6191 -3.7639
H -3.5912 8.6663 -2.9303
H -3.8543 6.6419 -4.7091
N -0.9286 -7.8326 4.6790
C -1.0105 -6.5590 4.1872
C 0.2664 -6.0927 4.0294
C 1.1517 -7.1272 4.4432
C 0.3827 -8.1886 4.8378
H -1.7139 -8.4191 4.8904
H -1.9600 -6.0970 3.9888
H 0.5284 -5.1164 3.6543
H 2.2286 -7.1046 4.4437
H 0.6568 -9.1595 5.2119
N 3.8668 -4.9862 3.7181
C 5.0897 -4.9097 4.3253
C 6.0367 -4.7822 3.3446
C 5.3559 -4.7816 2.0961
C 4.0184 -4.9088 2.3614
H 2.9894 -5.0838 4.1953
H 5.1820 -4.9522 5.3967
H 7.0987 -4.6996 3.5027
H 5.7982 -4.6992 1.1177
H 3.1670 -4.9534 1.7043

- Net charge: 0
- HOMO-LUMO gap: 7.99 eV
- SMILES: C[C@H](F)CN(Cl)S(=O)(=O)F.c1cc[nH]c1.c1cc[nH]c1.c1cc[nH]c1.c1cc[nH]c1.c1cc[nH]c1
- LUMO energy: -0.22 eV